The following is a quantum chemistry calculation of C26H28F3N3O4 in the gas phase, from the Open Molecules 2025 dataset.

The calculation puts the HOMO energy at -8.43 eV. The calculation puts the lowest unoccupied orbital energy at 0.398 eV. The value obtained for the strongest force on any atom is 0.0173 hartree/bohr. As for the structure (SMILES): CCO[C@@H]1OC(C(=O)NCc2nc3ccccc3[nH]2)=C[C@H](c2ccc(C(F)(F)F)cc2)[C@H]1CCCO. For the relative energy (zero: lowest compared OMol25 entry of this formula, charge and spin), the calculation gives 0.037 eV.

Last column: Löwdin charge in e.
Cartesian coordinates (Å):
C 1.9112 -1.2642 4.1350  -0.0607
C 1.1882 -0.1390 3.4026  -0.2244
H 0.7711 0.5690 4.1226  0.1255
H 1.8791 0.3956 2.7393  0.1207
O 0.0611 -0.5904 2.6629  -0.0691
C 0.3350 -1.1644 1.4236  -0.3093
C -0.9736 -1.7679 0.8948  -0.1834
C -0.7445 -2.5455 -0.4063  -0.1461
C 0.0022 -3.8612 -0.2007  -0.1793
C 0.0938 -4.6595 -1.5046  -0.2841
O 0.8405 -5.8418 -1.3631  -0.0638
H 0.4217 -6.4001 -0.6983  0.0862
H -0.9178 -4.8827 -1.8754  0.1208
H 0.6167 -4.0754 -2.2653  0.1254
H -0.5171 -4.4618 0.5524  0.1210
H 1.0163 -3.6785 0.1570  0.1146
H -1.7166 -2.7690 -0.8525  0.1244
H -0.1948 -1.9208 -1.1129  0.1290
H -1.3412 -2.4468 1.6686  0.1527
C -1.9942 -0.6254 0.6944  -0.1983
C -1.3210 0.5340 0.0347  0.0397
C 0.0039 0.6695 -0.0151  -0.1604
O 0.8950 -0.2256 0.5261  0.0144
C 0.6345 1.8335 -0.6978  -0.4155
O -0.0309 2.7151 -1.2198  0.0547
N 1.9798 1.8348 -0.6671  0.1012
H 2.4469 1.0112 -0.3219  0.1433
C 2.7653 2.8834 -1.2923  -0.0781
C 2.7605 2.7702 -2.7819  -0.3173
N 3.7843 2.4593 -3.5220  0.1612
C 3.3184 2.4717 -4.8137  -0.2359
C 3.9763 2.2202 -6.0125  -0.0225
C 3.2406 2.3049 -7.1753  -0.1045
C 1.8821 2.6306 -7.1644  -0.1038
C 1.2082 2.8849 -5.9873  -0.0272
C 1.9403 2.8030 -4.8137  -0.1909
N 1.6191 2.9936 -3.4969  0.1713
H 0.7199 3.1975 -3.0811  0.1378
H 0.1586 3.1378 -5.9779  0.1064
H 1.3487 2.6849 -8.1019  0.0972
H 3.7220 2.1158 -8.1235  0.0963
H 5.0247 1.9693 -6.0191  0.1075
H 3.7911 2.8242 -0.9322  0.1291
H 2.3231 3.8449 -1.0075  0.1334
H -1.9302 1.3009 -0.4156  0.1366
C -2.6542 -0.2430 2.0028  -0.1729
C -2.4126 0.9761 2.6213  -0.0092
C -3.0120 1.2869 3.8275  0.0070
C -3.8649 0.3715 4.4266  -0.1238
C -4.1303 -0.8453 3.8116  -0.0022
C -3.5258 -1.1432 2.6066  -0.0148
H -3.7379 -2.0884 2.1284  0.1204
H -4.8020 -1.5494 4.2789  0.1229
C -4.5412 0.6964 5.7257  -0.5878
F -5.8077 1.1270 5.5462  0.1358
F -4.6290 -0.3673 6.5436  0.1343
F -3.9174 1.6582 6.4218  0.1357
H -2.8151 2.2336 4.3069  0.1214
H -1.7443 1.6867 2.1613  0.1188
H -2.7864 -0.9905 0.0290  0.1558
H 1.1145 -1.9370 1.5091  0.1573
H 1.2074 -1.8105 4.7573  0.0804
H 2.6891 -0.8431 4.7654  0.0772
H 2.3719 -1.9585 3.4361  0.0680